No. 1
# C23H21ClF4IN2O9S2W

C23H21ClF4IN2O9S2W as an isolated structure in a non-equilibrium geometry (wB97M-V/def2-TZVPD, OMol25).

Element x y z (Å)
1 W 0.118 0.543 -1.850
2 C 2.012 -2.383 4.940
3 C 2.493 -1.059 4.351
4 C 2.470 0.086 5.356
5 C 1.043 0.377 5.798
6 C 0.126 0.519 4.611
7 C -1.094 1.207 4.759
8 C -1.910 1.351 3.660
9 F -3.084 2.021 3.811
10 C -1.592 0.862 2.416
11 C -0.373 0.173 2.241
12 C 0.005 -0.337 0.982
13 O -0.777 -0.201 -0.069
14 C 1.249 -1.035 0.874
15 C 2.023 -1.203 1.970
16 N 1.688 -0.692 3.191
17 C 0.475 0.000 3.375
18 C 1.704 -1.620 -0.412
19 O 2.527 -2.506 -0.482
20 O 1.120 -1.135 -1.502
21 H 2.597 -2.646 5.824
22 H 2.111 -3.182 4.205
23 H 0.961 -2.320 5.225
24 H 3.515 -1.183 3.985
25 H 2.896 0.971 4.877
26 H 3.102 -0.166 6.209
27 H 1.012 1.293 6.393
28 H 0.687 -0.422 6.459
29 H -1.384 1.628 5.713
30 H -2.257 1.004 1.576
31 H 2.955 -1.748 1.910
32 C -1.602 -2.018 -2.178
33 O -1.351 -0.667 -2.410
34 H -2.514 -2.314 -2.709
35 H -1.740 -2.208 -1.108
36 H -0.774 -2.644 -2.530
37 O -2.017 1.680 -1.655
38 Cl 0.199 3.546 -3.148
39 O -0.942 4.240 -2.433
40 O 0.035 1.948 -3.293
41 O 0.643 1.688 -0.701
42 F 2.617 2.234 -2.500
43 C 2.304 0.911 -2.490
44 F 2.705 0.479 -3.723
45 F 3.196 0.361 -1.627
46 I -2.111 0.760 -5.441
47 C -0.506 -0.598 -5.449
48 C -0.419 -1.413 -6.577
49 C 0.544 -2.401 -6.598
50 C 1.373 -2.538 -5.495
51 C 1.226 -1.660 -4.440
52 N 0.307 -0.680 -4.415
53 H -1.105 -1.273 -7.399
54 H 0.634 -3.059 -7.453
55 H 2.130 -3.309 -5.445
56 H 1.854 -1.739 -3.566
57 C -3.404 3.827 -0.433
58 O -4.601 3.108 -0.845
59 C -4.588 1.815 -1.029
60 S -5.942 0.896 -1.126
61 S -3.155 0.806 -1.219
62 H -3.783 4.772 -0.055
63 H -2.731 3.972 -1.270
64 H -2.898 3.281 0.363

## Properties
charge	-1
energy	-100586.946	eV
highest occupied orbital energy (alpha / beta)	-2.570 / -5.532	eV
LUMO (alpha / beta)	2.2 / 0.4	eV
orbital gap (alpha / beta)	4.802 / 5.899	eV
spin multiplicity	3

Atomic partial charges in e from the Mulliken method, atoms 1 to 4:
1. W 2.64
2. C -1.45
3. C -0.25
4. C -1.07

No. 2
# C17H18BaF3N5O3S2

C17H18BaF3N5O3S2 as an isolated structure (wB97M-V/def2-TZVPD, OMol25).

Element x y z (Å)
1 Ba 0.721 0.666 0.446
2 C -3.945 -1.346 -1.177
3 C -2.498 -1.090 -0.858
4 N -2.068 -0.842 0.330
5 N -2.993 -0.884 1.324
6 C -2.552 -0.516 2.514
7 N -3.535 -0.624 3.486
8 S -1.040 0.080 3.046
9 C -1.490 -1.221 -1.945
10 C -1.853 -1.579 -3.244
11 C -0.866 -1.749 -4.202
12 C 0.465 -1.571 -3.858
13 C 0.745 -1.219 -2.544
14 N -0.201 -1.054 -1.630
15 H -4.559 -0.971 -0.364
16 H -4.136 -2.420 -1.279
17 H -4.241 -0.860 -2.107
18 H -4.274 -1.269 3.254
19 H -3.174 -0.663 4.424
20 H -2.890 -1.725 -3.510
21 H -1.137 -2.025 -5.215
22 H 1.260 -1.701 -4.579
23 H 1.759 -1.065 -2.178
24 F 0.567 5.969 -1.629
25 C 0.546 4.723 -2.133
26 F 1.797 4.246 -2.075
27 F 0.215 4.826 -3.432
28 S -0.646 3.651 -1.222
29 O -1.891 4.353 -1.411
30 O -0.523 2.371 -1.897
31 O -0.112 3.644 0.132
32 C 5.295 0.864 -0.078
33 C 5.166 -0.625 0.014
34 C 6.268 -1.446 -0.121
35 C 6.183 -2.840 -0.042
36 C 4.918 -3.392 0.187
37 C 3.785 -2.617 0.328
38 C 2.446 -3.239 0.587
39 C 3.835 -1.164 0.246
40 N 2.762 -0.411 0.362
41 H 6.335 1.161 -0.248
42 H 4.924 1.347 0.833
43 H 4.670 1.265 -0.884
44 H 7.240 -0.983 -0.297
45 H 7.062 -3.466 -0.150
46 H 4.816 -4.476 0.259
47 H 2.520 -4.330 0.639
48 H 1.721 -2.967 -0.189
49 H 2.012 -2.861 1.520

## Properties
charge	-2
energy	-62033.622	eV
highest occupied orbital energy	0.305	eV
LUMO	4.4	eV
orbital gap	4.114	eV
spin multiplicity	1
energy relative to the best compared isomer or geometry (same formula, charge and spin)	0.0	kcal per mole

Atomic partial charges in e from the Mulliken method, atoms 1 to 4:
1. Ba 1.42
2. C -1.55
3. C 0.35
4. N 0.80

No. 3
# C12H44N18O10

A 10-piece molecular cluster, C12H44N18O10 overall in a non-equilibrium geometry (wB97M-V/def2-TZVPD, OMol25).

Element x y z (Å)
1 N -23.895 -0.415 -5.522
2 C -25.065 -0.267 -6.083
3 N -25.158 -0.948 -7.231
4 O -26.002 0.385 -5.594
5 H -23.343 -1.202 -5.827
6 H -23.592 0.082 -4.692
7 H -26.002 -0.945 -7.781
8 H -24.370 -1.554 -7.419
9 N -25.461 -4.511 -7.136
10 C -25.871 -5.652 -6.573
11 N -24.800 -6.278 -6.112
12 O -26.987 -6.124 -6.435
13 H -26.249 -3.922 -7.365
14 H -24.559 -4.068 -7.061
15 H -24.859 -7.179 -5.665
16 H -23.921 -5.939 -6.467
17 N -25.477 2.826 -6.738
18 C -25.792 3.315 -7.966
19 N -25.968 4.610 -8.049
20 O -25.930 2.620 -8.965
21 H -25.484 3.671 -6.186
22 H -25.805 1.923 -6.411
23 H -25.868 5.126 -7.189
24 H -26.406 5.073 -8.828
25 N -25.185 2.066 -3.043
26 C -24.307 1.330 -2.373
27 N -24.416 1.244 -1.101
28 O -23.348 0.923 -3.042
29 H -25.890 2.661 -2.639
30 H -24.890 2.251 -3.989
31 H -23.627 0.996 -0.522
32 H -25.263 1.658 -0.745
33 N -21.070 -3.819 -6.867
34 C -21.917 -3.175 -7.625
35 N -21.454 -3.073 -8.864
36 O -22.994 -2.607 -7.303
37 H -20.163 -4.082 -7.219
38 H -21.181 -4.016 -5.884
39 H -20.673 -3.568 -9.263
40 H -22.007 -2.493 -9.478
41 N -19.447 1.108 -0.359
42 C -20.673 1.146 -0.889
43 N -20.705 0.651 -2.115
44 O -21.628 1.595 -0.342
45 H -19.310 1.470 0.571
46 H -18.685 0.680 -0.859
47 H -19.902 0.284 -2.598
48 H -21.643 0.463 -2.449
49 N -28.310 -3.109 -6.158
50 C -28.482 -3.091 -7.460
51 N -28.879 -4.240 -7.941
52 O -28.375 -2.064 -8.060
53 H -28.233 -2.251 -5.636
54 H -28.496 -3.983 -5.689
55 H -28.982 -5.037 -7.332
56 H -29.404 -4.234 -8.802
57 N -28.391 1.763 -4.570
58 C -29.606 1.249 -4.730
59 N -29.708 0.346 -5.677
60 O -30.580 1.462 -3.975
61 H -28.115 2.410 -3.852
62 H -27.695 1.288 -5.127
63 H -30.544 -0.215 -5.676
64 H -28.917 0.188 -6.283
65 N -27.133 0.094 -10.200
66 C -28.229 0.175 -11.003
67 N -29.280 -0.464 -10.428
68 O -28.261 0.775 -12.057
69 H -27.208 -0.436 -9.347
70 H -26.335 0.681 -10.387
71 H -30.197 -0.293 -10.806
72 H -29.147 -0.867 -9.512
73 C -24.090 -2.285 -11.226
74 C -24.845 -3.613 -11.349
75 C -26.047 -3.548 -10.463
76 O -25.326 -3.653 -12.697
77 H -23.882 -1.975 -10.199
78 H -24.608 -1.427 -11.655
79 H -23.097 -2.391 -11.669
80 H -24.139 -4.387 -11.045
81 H -26.834 -2.973 -10.952
82 H -25.980 -3.222 -9.428
83 H -26.487 -4.548 -10.495
84 H -24.551 -3.913 -13.203

## Properties
energy	-60462.626	eV
highest occupied orbital energy	-8.709	eV
LUMO	-0.4	eV
orbital gap	8.342	eV
spin multiplicity	1
energy relative to the best compared isomer or geometry (same formula, charge and spin)	55.3	kcal per mole

Atomic partial charges in e from the Mulliken method, atoms 1 to 4:
1. N 0.08
2. C 0.55
3. N 0.11
4. O -0.85